Version a
DFT (ωB97M-V/def2-TZVPD) results for a 2-piece molecular cluster, C3H8BrP overall.

Computed properties:
HOMO level: -9.4170 eV
E_LUMO: 0.1836 eV
SMILES: C=CC.PBr

Geometry as ORCA input:
```
! RIJCOSX wB97M-V def2-TZVPD def2/J DEFGRID3
* xyz 0 1
C -0.343 2.212 -1.166
C 0.197 -0.296 -0.779
C -0.176 0.757 -1.511
P -1.405 0.615 2.021
Br 0.080 -0.624 3.183
H -1.346 2.536 -1.388
H -0.199 2.403 -0.085
H 0.418 2.872 -1.670
H 0.682 -0.331 0.275
H -1.227 -0.343 0.940
H 0.347 -1.193 -1.332
H -0.598 0.595 -2.501
H -2.468 0.035 2.750
*
```

Version b
DFT (ωB97M-V/def2-TZVPD) results for one molecule with the formula C3H8BrP.

Computed properties:
HOMO level: -9.2577 eV
E_LUMO: 0.6821 eV
SMILES: CC(C)PBr

Geometry as ORCA input:
```
! RIJCOSX wB97M-V def2-TZVPD def2/J DEFGRID3
* xyz 0 1
C -1.288 0.783 -0.297
C -0.038 -1.375 0.620
C 0.035 0.047 -0.268
P 1.367 1.149 0.430
Br 3.125 -0.116 0.093
H -1.261 1.570 -1.053
H -2.101 0.105 -0.550
H -1.508 1.242 0.665
H -0.346 -1.132 1.633
H 0.931 -1.856 0.623
H -0.777 -2.016 0.151
H 0.320 -0.271 -1.278
H 1.540 1.870 -0.770
*
```

Stability check: which of them is least stable? version a.

Version a
DFT (ωB97M-V/def2-TZVPD) results for an isolated ion of composition C4H8N and charge +1.

Computed properties:
HOMO level: -14.8441 eV
E_LUMO: -5.4108 eV
SMILES: C=[NH+]C(=C)C

Geometry as ORCA input:
```
! RIJCOSX wB97M-V def2-TZVPD def2/J DEFGRID3
* xyz 1 1
C -0.333 -0.485 1.409
C -0.085 0.399 0.242
C -0.562 1.629 0.098
C 0.549 -1.136 -1.492
N 0.737 -0.041 -0.895
H 0.406 -1.273 1.555
H -0.309 0.122 2.312
H -1.313 -0.956 1.361
H -0.338 2.166 -0.821
H -1.140 2.217 0.793
H 1.134 -1.455 -2.341
H -0.213 -1.814 -1.127
H 1.467 0.628 -1.095
*
```

Version b
DFT (ωB97M-V/def2-TZVPD) results for an isolated ion of composition C4H8N and charge +1.

Computed properties:
HOMO level: -15.6029 eV
E_LUMO: -3.5395 eV
SMILES: C[N@@H+]1C=CC1

Geometry as ORCA input:
```
! RIJCOSX wB97M-V def2-TZVPD def2/J DEFGRID3
* xyz 1 1
C 1.610 0.146 -0.300
C 0.833 1.141 0.134
C 0.702 -1.174 0.109
C -1.526 0.206 -0.253
N -0.222 0.145 0.549
H 0.435 -1.828 -0.713
H 2.657 0.033 -0.597
H 0.652 2.254 0.015
H 1.004 -1.883 0.947
H -2.163 -0.586 -0.175
H -2.146 1.059 0.086
H -1.201 0.442 -1.284
H -0.635 0.045 1.484
*
```

Version c
DFT (ωB97M-V/def2-TZVPD) results for C4H8N as an isolated structure.

Computed properties:
HOMO level (alpha / beta): -14.2080 / -14.2953 eV
E_LUMO (alpha / beta): -5.2462 / -5.2117 eV

Geometry as ORCA input:
```
! RIJCOSX wB97M-V def2-TZVPD def2/J DEFGRID3
* xyz 1 1
C 0.809 1.589 -0.810
C -0.522 1.128 -0.139
C 1.005 0.006 -0.694
C -0.558 -1.361 0.859
N 0.180 -0.036 0.559
H 0.653 2.042 -1.815
H 1.410 2.339 -0.243
H -1.506 1.177 -0.523
H 0.791 -0.478 -1.591
H 0.088 -2.119 1.306
H -1.406 -1.224 1.517
H -0.898 -1.718 -0.187
H 0.812 0.453 1.268
*
```

Stability check: which of them is least stable? version c.

Version a
DFT (ωB97M-V/def2-TZVPD) results for an isolated ion of composition C4H8N and charge +1.

Computed properties:
HOMO level: -14.2010 eV
E_LUMO: -3.7385 eV
SMILES: CC#C[NH2+]C

Geometry as ORCA input:
```
! RIJCOSX wB97M-V def2-TZVPD def2/J DEFGRID3
* xyz 1 1
C 0.966 -0.664 0.562
C 0.212 0.284 -0.059
C 2.042 -1.194 1.330
C -1.986 0.445 -0.670
N -0.601 1.034 -0.904
H 3.015 -0.716 1.120
H 1.791 -1.006 2.296
H 2.147 -2.237 0.909
H -2.229 0.555 0.294
H -2.569 0.999 -1.325
H -1.978 -0.519 -1.122
H -0.407 1.055 -1.849
H -0.404 1.963 -0.581
*
```

Version b
DFT (ωB97M-V/def2-TZVPD) results for an isolated ion of composition C4H8N and charge +1.

Computed properties:
HOMO level: -14.6127 eV
E_LUMO: -4.1615 eV
SMILES: C#C[C@H](C)[NH3+]

Geometry as ORCA input:
```
! RIJCOSX wB97M-V def2-TZVPD def2/J DEFGRID3
* xyz 1 1
C -2.720 -0.294 0.124
C -1.589 -0.004 -0.156
C 0.576 -1.236 -0.030
C -0.203 0.201 -0.507
N 0.384 1.334 0.130
H -3.646 -0.387 0.618
H -0.041 -2.029 -0.471
H 1.686 -1.471 -0.274
H 0.628 -1.446 0.984
H 0.002 0.189 -1.542
H 0.630 1.066 1.115
H 0.007 2.240 -0.249
H 1.400 1.444 -0.260
*
```

Stability check: which of them is least stable? version a.

Version a
DFT (ωB97M-V/def2-TZVPD) results for C4H8N as an isolated structure.

Computed properties:
HOMO level (alpha / beta): -14.5511 / -14.6698 eV
E_LUMO (alpha / beta): -5.8109 / -5.1043 eV

Geometry as ORCA input:
```
! RIJCOSX wB97M-V def2-TZVPD def2/J DEFGRID3
* xyz 1 1
C -0.388 0.052 1.133
C -1.548 -1.432 0.758
C -0.365 1.364 0.452
C 1.062 -0.138 -1.116
N 0.736 0.330 0.223
H -0.884 -2.231 0.689
H -2.494 -1.375 1.161
H -1.041 1.491 -0.316
H -0.150 2.307 0.936
H 0.747 0.635 -1.933
H 2.109 -0.459 -1.218
H 0.508 -1.106 -1.408
H 1.708 0.562 0.640
*
```

Version b
DFT (ωB97M-V/def2-TZVPD) results for a 2-piece molecular cluster, C4H8N overall.

Computed properties:
HOMO level (alpha / beta): -15.9414 / -15.3912 eV
E_LUMO (alpha / beta): -4.2763 / -6.8243 eV

Geometry as ORCA input:
```
! RIJCOSX wB97M-V def2-TZVPD def2/J DEFGRID3
* xyz 1 1
C 1.450 0.354 0.485
C -0.180 1.304 -0.771
C 0.880 0.346 -0.833
C -1.086 -0.735 0.650
N -0.081 0.308 0.351
H 1.771 -0.529 1.095
H 1.747 1.212 1.072
H 0.029 2.260 -0.287
H -1.055 1.417 -1.362
H 1.509 -1.715 -2.174
H -0.579 -1.835 0.772
H -1.583 -0.703 1.591
H -1.668 -0.867 -0.253
*
```

Stability check: which of them is least stable? version b.

Version a
DFT (ωB97M-V/def2-TZVPD) results for an isolated ion of composition C4H8N and charge +1.

Computed properties:
HOMO level: -14.7413 eV
E_LUMO: -5.1547 eV
SMILES: CC1=C[N@@H+]1C

Geometry as ORCA input:
```
! RIJCOSX wB97M-V def2-TZVPD def2/J DEFGRID3
* xyz 1 1
C -1.098 -1.373 0.216
C 0.373 -0.877 0.214
C 1.816 -0.798 -0.173
C -1.302 0.988 -0.522
N -0.820 0.040 0.455
H -1.755 -2.103 0.356
H 1.972 -0.123 -1.084
H 2.256 -1.739 -0.517
H 2.586 -0.574 0.593
H -0.995 1.906 -0.170
H -0.834 0.577 -1.447
H -2.363 0.871 -0.578
H -0.888 0.439 1.424
*
```

Version b
DFT (ωB97M-V/def2-TZVPD) results for an isolated ion of composition C4H8N and charge +1.

Computed properties:
HOMO level: -16.0852 eV
E_LUMO: -8.3678 eV

Geometry as ORCA input:
```
! RIJCOSX wB97M-V def2-TZVPD def2/J DEFGRID3
* xyz 1 1
C 0.292 -1.438 0.261
C -0.211 -0.156 0.398
C -1.016 0.217 1.611
C 0.765 0.563 -1.704
N 0.042 0.775 -0.493
H 0.676 -1.838 -0.666
H -0.504 -0.058 2.531
H 0.324 -2.123 1.095
H -1.203 1.288 1.597
H -1.968 -0.303 1.582
H 0.349 1.232 -2.450
H 1.783 0.936 -1.520
H 0.800 -0.460 -2.067
*
```

Stability check: which of them is least stable? version a.

Version a
DFT (ωB97M-V/def2-TZVPD) results for a 2-piece molecular cluster, C7H12N4 overall.

Computed properties:
HOMO level: -16.7087 eV
E_LUMO: -7.7768 eV

Geometry as ORCA input:
```
! RIJCOSX wB97M-V def2-TZVPD def2/J DEFGRID3
* xyz 2 1
C 2.578 0.357 0.105
C 2.191 0.046 1.355
C 0.328 0.093 -0.691
C 1.652 0.503 -0.987
C 0.019 -0.196 0.594
C -1.964 -0.570 1.013
C -0.723 0.025 -1.755
N 0.942 -0.169 1.593
N 2.089 1.017 -2.107
N -2.401 -1.739 0.963
N -2.549 0.478 1.417
H 3.548 0.624 -0.027
H 2.963 0.060 2.109
H -0.294 0.148 -2.744
H -1.171 -0.920 -1.612
H -1.548 0.753 -1.732
H 0.675 -0.440 2.490
H 3.096 1.316 -2.131
H 1.648 1.178 -3.037
H -2.074 -2.615 0.549
H -3.294 -1.857 1.503
H -2.153 1.426 1.448
H -3.558 0.484 1.684
*
```

Version b
DFT (ωB97M-V/def2-TZVPD) results for a 2-piece molecular cluster, C7H12N4 overall.

Computed properties:
HOMO level: -16.7371 eV
E_LUMO: -9.9377 eV

Geometry as ORCA input:
```
! RIJCOSX wB97M-V def2-TZVPD def2/J DEFGRID3
* xyz 2 1
C 4.008 0.088 -0.435
C 3.334 -1.114 -0.477
C 3.514 1.167 0.268
C 2.096 -1.279 0.198
C 2.283 1.068 0.968
C 1.779 -0.141 0.792
C -2.470 -1.098 0.328
N -3.566 -0.199 0.661
N -1.482 -0.084 0.253
N -3.887 0.665 -0.337
N -1.556 0.617 -0.817
H 4.955 0.180 -0.955
H 3.708 -1.982 -1.003
H 4.035 2.113 0.335
H 1.576 -2.221 0.193
H 1.907 1.889 1.556
H -2.281 -1.787 1.146
H -2.689 -1.626 -0.610
H -3.530 0.195 1.597
H -4.398 0.221 -1.099
H -4.305 1.542 -0.045
H -1.879 0.241 -1.713
H -1.151 1.547 -0.805
*
```

Stability check: which of them is least stable? version b.

Version a
DFT (ωB97M-V/def2-TZVPD) results for an isolated ion of composition C3H5N2O2 and charge -1.

Computed properties:
HOMO level: -2.2476 eV
E_LUMO: 4.2507 eV
SMILES: [O-]N1C=[N+]([O-])CC1

Geometry as ORCA input:
```
! RIJCOSX wB97M-V def2-TZVPD def2/J DEFGRID3
* xyz -1 1
C 0.709 -0.836 0.007
C -0.799 -0.723 0.058
C 0.179 1.315 -0.103
N 1.174 0.543 0.199
N -1.079 0.739 0.136
O 2.449 0.738 0.058
O -2.594 0.790 0.002
H 1.297 -1.336 0.705
H 1.025 -1.202 -0.913
H -1.244 -1.275 -0.786
H -1.505 -1.173 0.810
H 0.389 2.421 -0.174
*
```

Version b
DFT (ωB97M-V/def2-TZVPD) results for an isolated ion of composition C3H5N2O2 and charge -1.

Computed properties:
HOMO level: -3.4260 eV
E_LUMO: 4.2131 eV
SMILES: [O-][N+]([O-])=NC1CC1

Geometry as ORCA input:
```
! RIJCOSX wB97M-V def2-TZVPD def2/J DEFGRID3
* xyz -1 1
C -1.396 0.373 0.608
C -1.149 -0.067 -0.811
C -0.139 -0.140 0.247
N 1.061 0.581 0.390
N 2.163 0.004 -0.041
O 2.121 -1.094 -0.569
O 3.192 0.616 0.153
H -1.667 1.395 0.853
H -1.962 -0.222 1.307
H -1.616 -0.942 -1.153
H -0.914 0.819 -1.476
H 0.305 -1.323 0.494
*
```

Stability check: which of them is least stable? version a.

Version a
DFT (ωB97M-V/def2-TZVPD) results for one molecule with the formula C4H8P2.

Computed properties:
HOMO level: -8.9455 eV
E_LUMO: 0.8252 eV
SMILES: C=C(C)C1[PH]#[PH]1

Geometry as ORCA input:
```
! RIJCOSX wB97M-V def2-TZVPD def2/J DEFGRID3
* xyz 0 1
C 1.012 -0.483 0.449
C -0.333 -0.070 -0.243
C -1.314 0.191 0.923
C -0.489 0.218 -1.519
P 2.264 -1.439 -0.510
P 2.572 0.560 0.385
H 0.766 -0.816 1.524
H -1.413 1.249 0.851
H -2.240 -0.410 0.694
H -1.015 -0.170 1.851
H -1.352 0.295 -1.986
H 0.391 0.031 -2.047
H 2.744 -2.262 0.626
H 2.316 1.133 -0.848
*
```

Version b
DFT (ωB97M-V/def2-TZVPD) results for C4H8P2 as an isolated structure.

Computed properties:
HOMO level: -8.5627 eV
E_LUMO: 0.2416 eV

Geometry as ORCA input:
```
! RIJCOSX wB97M-V def2-TZVPD def2/J DEFGRID3
* xyz 0 1
C -1.265 -0.211 -0.182
C 1.153 -0.217 -0.429
C -2.630 0.012 0.331
C 2.347 -0.363 0.500
P -0.190 -1.502 -0.222
P -0.020 1.252 -0.124
H 1.458 -0.123 -1.434
H -2.713 0.436 1.355
H -3.247 -0.950 0.294
H -3.020 0.836 -0.378
H 2.037 -0.507 1.468
H 3.192 0.315 0.327
H 2.802 -1.399 0.125
H 0.133 1.500 -1.472
*
```

Stability check: which of them is least stable? version a.